6
Properties=species:S:1:pos:R:3:lowdin_charge:R:1 method="wB97M-V/def2-TZVPD" multiplicity=1 total_energy_ev=-4138.328 gap_ev=4.83
O -5.00 -0.70 -4.32 -0.232
H -2.04 -0.13 -2.95 0.290
H -3.21 2.25 -4.36 0.030
O -4.56 -1.94 -1.88 -0.389
H -4.23 -3.38 -2.11 0.247
H -4.56 1.71 -4.05 0.053